{
  "formula": "C24H67FN2O14S",
  "method": "the ωB97M-V functional and the def2-TZVPD basis",
  "total_charge": 0,
  "smiles": "C=CCN(CON=O)S(=O)(=O)F.CCO.CCO.CCO.CCO.CCO.CCO.CCO.CCO.CCO.CCO",
  "e_homo_ev": -9.60,
  "orbital_gap_ev": 9.34,
  "largest_force_ev_per_a": 5.13,
  "de_lowest_ev": 1.753,
  "elements": ["C", "C", "C", "N", "C", "O", "N", "O", "S", "O", "O", "F", "H", "H", "H", "H", "H", "H", "H", "C", "C", "O", "H", "H", "H", "H", "H", "H", "C", "C", "O", "H", "H", "H", "H", "H", "H", "C", "C", "O", "H", "H", "H", "H", "H", "H", "C", "C", "O", "H", "H", "H", "H", "H", "H", "C", "C", "O", "H", "H", "H", "H", "H", "H", "C", "C", "O", "H", "H", "H", "H", "H", "H", "C", "C", "O", "H", "H", "H", "H", "H", "H", "C", "C", "O", "H", "H", "H", "H", "H", "H", "C", "C", "O", "H", "H", "H", "H", "H", "H", "C", "C", "O", "H", "H", "H", "H", "H", "H"],
  "positions_angstrom": [[1.020, -0.614, -2.293], [1.197, -0.253, -3.628], [0.646, 1.086, -4.283], [-0.845, 1.204, -4.302], [-1.540, -0.101, -4.304], [-2.959, 0.006, -4.661], [-3.650, -0.763, -3.726], [-4.328, -0.035, -3.078], [-1.447, 2.281, -3.120], [-1.230, 1.727, -1.751], [-2.874, 2.657, -3.341], [-0.570, 3.706, -3.263], [0.730, 0.092, -1.465], [1.147, -1.718, -2.049], [1.734, -0.983, -4.312], [1.148, 1.967, -3.763], [0.991, 1.164, -5.368], [-1.498, -0.671, -3.330], [-1.050, -0.742, -5.108], [5.312, 3.063, -4.634], [3.824, 3.276, -4.435], [3.215, 2.083, -3.946], [5.492, 2.248, -5.339], [5.788, 3.970, -5.015], [5.792, 2.783, -3.692], [3.345, 3.534, -5.381], [3.638, 4.084, -3.721], [3.636, 1.864, -3.105], [1.915, -1.252, 1.926], [3.299, -1.278, 1.310], [3.255, -0.751, -0.012], [1.216, -1.836, 1.323], [1.931, -1.658, 2.940], [1.527, -0.230, 1.963], [3.674, -2.302, 1.255], [4.003, -0.684, 1.903], [2.931, 0.156, 0.047], [-2.105, 6.196, -1.129], [-3.602, 6.272, -0.904], [-4.285, 6.335, -2.150], [-1.757, 7.066, -1.690], [-1.569, 6.151, -0.178], [-1.849, 5.312, -1.719], [-3.858, 7.166, -0.333], [-3.959, 5.396, -0.352], [-4.062, 5.537, -2.645], [7.604, 0.594, 1.748], [6.380, 1.477, 1.882], [5.873, 1.810, 0.594], [8.380, 1.100, 1.169], [8.008, 0.334, 2.729], [7.358, -0.329, 1.214], [6.633, 2.406, 2.396], [5.592, 0.972, 2.451], [5.643, 0.983, 0.150], [-1.098, -5.542, 1.026], [-0.527, -4.247, 1.565], [-0.949, -3.156, 0.760], [-0.775, -5.704, -0.006], [-0.778, -6.392, 1.632], [-2.191, -5.507, 1.016], [0.565, -4.276, 1.553], [-0.856, -4.073, 2.595], [-1.918, -3.135, 0.784], [-7.596, 6.898, -0.229], [-7.431, 7.909, 0.889], [-7.768, 7.322, 2.142], [-8.624, 6.531, -0.265], [-7.345, 7.340, -1.195], [-6.953, 6.029, -0.062], [-8.090, 8.764, 0.731], [-6.399, 8.272, 0.937], [-7.177, 6.573, 2.281], [-4.531, -1.219, 3.775], [-3.465, -1.725, 2.824], [-3.846, -2.990, 2.287], [-4.684, -1.930, 4.590], [-4.249, -0.253, 4.198], [-5.490, -1.111, 3.259], [-2.516, -1.852, 3.348], [-3.313, -1.024, 1.998], [-4.681, -2.868, 1.819], [8.495, -0.038, -5.776], [7.287, -0.136, -4.866], [6.101, 0.202, -5.579], [8.589, 0.973, -6.180], [9.412, -0.289, -5.237], [8.393, -0.715, -6.629], [7.383, 0.557, -4.028], [7.181, -1.149, -4.467], [6.016, -0.419, -6.313], [-3.854, -7.974, 3.557], [-3.261, -7.075, 4.623], [-2.464, -6.057, 4.024], [-3.063, -8.435, 2.961], [-4.463, -8.762, 4.006], [-4.478, -7.398, 2.868], [-2.622, -7.649, 5.296], [-4.050, -6.601, 5.217], [-3.038, -5.546, 3.436], [-0.184, -3.725, 6.706], [-1.685, -3.657, 6.914], [-2.355, -3.596, 5.662], [0.165, -2.852, 6.148], [0.343, -3.765, 7.662], [0.085, -4.607, 6.118], [-1.951, -2.763, 7.482], [-2.042, -4.534, 7.463], [-2.122, -4.396, 5.167]]
}

---

{
  "formula": "C5H22NO6",
  "method": "the ωB97M-V functional and the def2-TZVPD basis",
  "total_charge": 2,
  "multiplicity": 2,
  "e_homo_ev": [-17.08, -17.08],
  "orbital_gap_ev": [8.42, 4.47],
  "largest_force_ev_per_a": 4.80,
  "de_lowest_ev": 0.099,
  "elements": ["C", "C", "C", "C", "N", "C", "H", "H", "H", "H", "H", "H", "H", "H", "H", "H", "H", "H", "O", "H", "H", "O", "H", "H", "O", "H", "H", "O", "H", "H", "O", "H", "H", "O"],
  "positions_angstrom": [[-0.032, -1.323, 3.248], [1.269, -0.554, 2.832], [1.250, -0.165, 1.415], [0.610, -0.895, 0.487], [0.603, -0.583, -0.874], [1.707, -0.601, -1.567], [-0.178, -1.238, 4.368], [0.029, -2.364, 2.877], [-0.846, -0.794, 2.835], [2.172, -1.240, 3.057], [1.356, 0.250, 3.571], [1.768, 0.794, 1.141], [-0.148, -1.575, 0.803], [-0.289, -0.384, -1.289], [2.696, -0.848, -1.264], [1.756, -0.393, -2.600], [-3.368, 1.956, 2.387], [-1.944, 2.344, 2.980], [-2.698, 2.622, 2.297], [-3.375, -0.012, -1.257], [-3.365, 1.099, -0.165], [-2.767, 0.588, -0.827], [0.838, 2.885, -0.264], [-0.647, 3.117, -0.417], [0.141, 2.791, -0.920], [-1.806, 0.577, -2.869], [-1.665, -0.423, -3.987], [-1.256, -0.001, -3.288], [2.598, 2.295, -1.732], [3.565, 1.597, -2.637], [3.079, 1.404, -1.809], [0.328, -4.039, -2.236], [-1.062, -3.447, -2.471], [-0.315, -3.443, -1.824]]
}

---

{
  "formula": "C5H6S",
  "method": "the ωB97M-V functional and the def2-TZVPD basis",
  "total_charge": 0,
  "smiles": "SC=C=C1CC1",
  "e_homo_ev": -7.99,
  "orbital_gap_ev": 8.49,
  "largest_force_ev_per_a": 6.28,
  "de_lowest_ev": 4.312,
  "elements": ["S", "C", "C", "C", "C", "C", "H", "H", "H", "H", "H", "H"],
  "positions_angstrom": [[-0.118, 0.263, 3.099], [-0.980, -0.053, 1.607], [-0.430, -0.861, 0.669], [0.076, -0.588, -0.503], [0.690, -0.458, -1.799], [0.047, 0.775, -1.001], [0.943, -0.183, 2.669], [-2.017, -0.047, 1.638], [1.711, -0.608, -1.939], [-0.036, -0.801, -2.519], [0.914, 1.387, -0.515], [-0.800, 1.175, -1.405]]
}

---

{
  "formula": "C40H28N4O2Ti",
  "method": "the ωB97M-V functional and the def2-TZVPD basis",
  "total_charge": -1,
  "multiplicity": 2,
  "e_homo_ev": [-2.87, -4.34],
  "orbital_gap_ev": [5.35, 6.93],
  "largest_force_ev_per_a": 2.08,
  "de_lowest_ev": 0.000,
  "elements": ["Ti", "C", "C", "N", "C", "C", "C", "C", "C", "C", "C", "N", "C", "C", "C", "C", "C", "C", "C", "C", "N", "C", "H", "H", "H", "H", "H", "H", "H", "H", "H", "H", "H", "H", "C", "C", "C", "C", "N", "C", "C", "C", "C", "C", "C", "C", "H", "H", "H", "H", "H", "H", "H", "H", "C", "C", "C", "C", "C", "C", "C", "C", "C", "C", "H", "H", "H", "H", "H", "H", "H", "O", "C", "O", "H"],
  "positions_angstrom": [[0.212, 0.299, -0.057], [1.928, 2.189, -3.563], [1.587, 2.023, -2.228], [1.363, 0.826, -1.665], [1.558, -0.278, -2.460], [1.882, -0.193, -3.833], [2.058, 1.095, -4.387], [2.010, -1.384, -4.577], [1.828, -2.594, -3.956], [1.577, -2.689, -2.583], [1.487, -1.543, -1.793], [1.385, -1.392, -0.438], [1.781, -2.269, 0.517], [1.955, -3.650, 0.431], [2.460, -4.396, 1.505], [2.804, -3.814, 2.694], [2.632, -2.421, 2.851], [2.952, -1.738, 4.042], [2.755, -0.387, 4.112], [2.251, 0.288, 2.990], [1.944, -0.311, 1.863], [2.113, -1.650, 1.780], [2.072, 3.191, -3.945], [1.479, 2.880, -1.581], [2.310, 1.203, -5.435], [2.243, -1.332, -5.634], [1.890, -3.505, -4.540], [1.432, -3.671, -2.167], [1.694, -4.185, -0.466], [2.574, -5.467, 1.383], [3.199, -4.405, 3.512], [3.350, -2.295, 4.882], [2.973, 0.170, 5.014], [2.099, 1.360, 3.030], [-2.637, -3.247, -1.104], [-3.716, -2.584, -1.675], [-3.569, -1.261, -2.034], [-2.350, -0.615, -1.800], [-1.314, -1.264, -1.259], [-1.462, -2.542, -0.928], [-2.155, 0.822, -2.026], [-2.931, 1.494, -2.977], [-2.828, 2.863, -3.118], [-1.963, 3.556, -2.280], [-1.184, 2.871, -1.360], [-1.212, 1.474, -1.205], [-2.708, -4.279, -0.789], [-4.666, -3.088, -1.811], [-4.397, -0.706, -2.451], [-0.595, -3.027, -0.492], [-3.601, 0.940, -3.626], [-3.417, 3.385, -3.863], [-1.894, 4.636, -2.356], [-0.533, 3.469, -0.731], [3.488, 4.857, 1.536], [3.688, 3.630, 0.867], [2.669, 2.726, 0.762], [1.378, 2.981, 1.304], [0.310, 2.038, 1.148], [-0.872, 2.358, 1.794], [-1.047, 3.541, 2.538], [-0.038, 4.459, 2.642], [1.205, 4.199, 2.027], [2.278, 5.123, 2.110], [4.293, 5.579, 1.597], [4.662, 3.412, 0.443], [2.830, 1.774, 0.272], [-1.724, 1.691, 1.720], [-2.004, 3.730, 3.012], [-0.173, 5.382, 3.196], [2.117, 6.051, 2.650], [-2.634, -0.705, 2.523], [-1.513, -1.062, 2.199], [-0.790, -0.586, 1.254], [-1.021, -1.882, 2.770]]
}